The following is a quantum chemistry calculation of a cluster of 2 separate species, C4H10OS in total in a non-equilibrium geometry, from the Open Molecules 2025 dataset.

gap between HOMO and LUMO	9.89	eV
ΔE to the lowest compared entry with this formula, charge and spin	30.6	kcal/mol
largest force on an atom	1.42	eV/Å
charge	0
SMILES	C=CO.CCS

Each line ends with the Mulliken charge.
Element x y z (Å)
C: -0.05006 -0.12930 2.35604  -1.10
C: 1.24955 -0.91530 2.59889  -0.29
S: 2.60136 -0.33083 1.53562  -0.22
H: 0.03940 0.87270 2.77036  0.32
H: -0.27473 -0.06562 1.29143  0.29
H: -0.91824 -0.64953 2.76727  0.32
H: 1.09254 -1.97882 2.43413  0.31
H: 1.49737 -0.72495 3.63710  0.29
H: 1.85419 0.42672 0.72561  0.08
C: -0.10417 0.51238 -2.65746  -0.62
C: -1.38918 0.85280 -2.73320  -0.02
O: -2.37474 -0.09379 -3.01787  -0.49
H: 0.61436 1.22977 -2.31856  0.28
H: 0.14887 -0.45227 -3.07621  0.22
H: -1.75898 1.80448 -2.37551  0.32
H: -2.22755 -0.35844 -3.93764  0.31